1.
Molecular formula: C40H40AsNO3PPbS2
Method: DFT, wB97M-V/def2-TZVPD

ΔE to the lowest compared entry with this formula, charge and spin	0.596	eV
E_LUMO	2.44	eV
total energy	-5395.118526	hartree
net charge	-1
Kohn-Sham gap	0.2416	Ha

```
89
Properties=species:S:1:pos:R:3:forces:R:3
Pb 9.21591 11.30062 11.42156 0.2 -0.7 0.3
S 8.76490 8.10705 11.15431 -1.0 0.2 0.0
C 10.17800 7.19042 10.80558 0.0 -0.4 -0.9
C 10.26919 6.40438 9.62719 0.5 0.0 0.3
C 11.50158 5.87940 9.25226 -0.7 -0.8 -0.5
C 12.61778 6.04772 10.05439 -0.1 0.2 -0.1
C 12.48832 6.75766 11.23755 1.0 -0.1 0.7
C 11.28906 7.28297 11.67149 -1.0 0.5 -0.5
As 10.82227 8.51537 13.14864 1.0 -0.4 -0.1
C 12.55822 8.35257 14.10173 -0.4 0.4 -0.7
C 13.47505 9.38881 13.96860 0.6 0.2 0.4
C 14.68240 9.38605 14.67883 -0.4 0.0 -0.7
C 14.94768 8.30339 15.49932 0.9 0.0 0.5
C 14.06379 7.24256 15.62399 -0.8 1.0 -0.8
C 12.86851 7.27064 14.87779 0.6 -1.2 1.3
C 9.77636 7.41311 14.41054 -0.7 -0.2 -0.7
C 8.85077 6.43008 13.98213 0.9 0.6 0.2
C 7.85712 5.99347 14.83727 0.1 0.0 0.1
C 7.75847 6.52554 16.12475 -0.4 -0.1 0.5
C 8.67200 7.47280 16.57191 0.1 -0.2 -0.2
C 9.68756 7.89303 15.70411 -0.3 0.0 0.6
H 9.38835 6.19872 9.01444 0.2 0.4 0.2
H 11.55075 5.25787 8.33932 0.1 0.4 0.5
H 13.58074 5.64605 9.77529 0.1 0.0 -0.1
H 13.39806 6.88588 11.82082 -0.2 0.0 0.2
H 13.25934 10.20985 13.30275 -0.2 0.3 0.0
H 15.40870 10.19941 14.56238 -0.3 -0.3 0.1
H 15.90213 8.28348 16.03912 -0.4 0.0 0.0
H 14.24771 6.49989 16.36042 0.2 -0.8 0.2
H 12.16857 6.42308 14.94217 0.3 0.5 0.1
H 8.94760 6.03752 12.97814 -0.2 0.0 0.0
H 7.15395 5.25171 14.46831 0.0 0.1 0.2
H 6.96127 6.19153 16.80754 0.4 0.2 -0.4
H 8.59546 7.88616 17.58233 0.1 -0.2 -0.4
H 10.40917 8.60895 16.07402 0.1 0.2 -0.1
N 7.41057 12.46030 10.31543 -0.6 0.8 -0.3
C 7.40882 13.29327 9.10470 0.1 -0.5 0.4
C 6.43182 14.26635 8.99434 -0.7 1.1 -0.2
C 6.30902 15.01064 7.81405 -0.2 0.2 0.3
C 7.22903 14.77256 6.80577 -0.7 0.7 -1.3
C 8.19028 13.80320 6.91470 0.9 -0.9 0.0
C 8.30194 13.00853 8.06986 -0.6 0.6 0.3
C 9.28828 11.92710 8.15129 1.6 -1.3 -0.7
C 9.59825 11.27110 6.93492 -1.2 0.5 -0.1
C 10.55289 10.27563 6.82457 -0.3 -0.1 -0.9
C 11.36185 10.03138 7.90053 1.1 -0.6 0.9
C 11.07024 10.61686 9.14260 -0.3 0.1 -1.6
C 10.01758 11.50591 9.30007 -0.4 0.5 0.0
H 7.23591 13.07266 11.12454 -0.2 -0.4 -0.4
H 6.65622 11.78740 10.20653 -0.1 0.1 0.3
H 5.75785 14.52106 9.83204 0.4 -0.5 -0.4
H 5.52000 15.77945 7.64786 0.7 -0.7 0.4
H 7.13231 15.31792 5.84591 0.2 -0.3 0.7
H 8.87763 13.60019 6.07482 -0.4 0.3 0.6
H 8.98260 11.52291 6.05465 0.4 -0.3 0.4
H 10.59890 9.66391 5.90256 0.3 0.6 0.6
H 12.22014 9.34467 7.81638 -0.6 0.2 0.1
H 11.66233 10.35113 9.98638 0.5 -0.4 0.6
C 15.81488 13.89008 12.76771 -0.1 -0.5 0.2
C 14.31451 14.05457 12.64482 0.0 -0.1 -0.4
C 13.65311 13.40762 11.58736 0.2 0.4 -0.1
C 12.35946 13.78635 11.26018 -0.7 -0.2 -0.1
C 11.63260 14.63357 12.12176 1.3 -0.3 0.4
C 12.26293 15.23699 13.22724 -0.3 -0.2 -0.9
C 13.61726 14.95768 13.44638 -0.3 -0.2 0.0
S 9.90404 14.76831 11.84686 -1.3 1.5 0.0
O 9.42821 15.79629 12.78744 0.5 -0.9 -1.1
O 9.73160 15.02978 10.40936 0.0 -0.4 1.5
O 9.33408 13.43353 12.25997 0.5 1.2 -0.2
H 16.12885 12.83621 12.95224 -0.3 0.7 0.1
H 16.16577 14.55214 13.55680 0.3 -0.2 0.2
H 16.31466 14.20147 11.84385 -0.2 0.0 0.1
H 14.20951 12.66030 11.00240 -0.3 0.5 0.0
H 11.85667 13.45230 10.32789 0.4 -0.1 0.8
H 11.71103 15.98845 13.80729 0.2 -0.6 -0.1
H 14.12250 15.41128 14.29200 0.1 0.2 -0.1
C 9.08298 11.97257 16.58596 -0.9 -1.0 -1.0
P 10.71956 12.27514 15.85039 0.3 -0.1 -1.4
C 10.92617 14.07218 16.14669 0.1 0.3 0.1
C 11.91570 11.49401 16.99047 0.6 0.0 -0.3
H 8.90917 12.45306 17.52355 -0.1 0.5 0.7
H 8.88154 10.88684 16.70995 0.3 0.5 -0.1
H 8.31564 12.29332 15.83996 0.6 0.0 0.6
H 10.50601 14.44862 17.07241 -0.4 -0.1 0.3
H 10.46327 14.61504 15.31195 0.2 -0.1 0.2
H 11.98734 14.32497 16.21521 0.0 -0.1 -0.4
H 11.48258 11.34598 17.95918 -0.1 -0.3 0.7
H 12.81073 12.12102 17.08520 -0.2 0.1 0.0
H 12.29363 10.55149 16.55881 -0.4 0.2 0.3
```
Forces are in eV/Å.



2.
Molecular formula: C40H40ClIN2OP3RuSe2
Method: DFT, wB97M-V/def2-TZVPD

ΔE to the lowest compared entry with this formula, charge and spin	0.000	eV
E_LUMO (alpha / beta)	0.17 / -0.42	eV
total energy	-8412.852158	hartree
Kohn-Sham gap (alpha / beta)	0.2372 / 0.2155	Ha
multiplicity	2

```
91
Properties=species:S:1:pos:R:3:forces:R:3
Ru -0.24383 -0.24481 0.71236 -0.8 0.3 -0.5
Se -2.78629 0.67850 0.65630 0.2 -0.2 0.1
P -2.71951 0.25727 -1.47540 -0.2 -0.2 0.0
Se -0.78547 -0.61637 -1.90513 0.0 -0.1 0.1
C -4.10909 -0.76748 -2.04705 0.0 0.0 0.1
C -5.39001 -0.46778 -1.58980 0.0 0.0 0.0
C -6.47419 -1.19982 -2.04371 0.0 0.0 0.0
C -6.28451 -2.22614 -2.96164 0.0 0.0 0.0
C -5.01105 -2.51766 -3.42539 0.0 0.0 0.0
C -3.92047 -1.78915 -2.96848 0.1 0.0 0.0
C -3.00246 1.77825 -2.43223 -0.1 0.0 -0.1
C -2.71151 1.76336 -3.79468 0.0 0.0 0.0
C -2.95418 2.88830 -4.56403 0.0 0.0 0.0
C -3.48707 4.02998 -3.97696 0.0 0.0 0.0
C -3.77269 4.04616 -2.62046 0.0 0.0 0.0
C -3.52759 2.92117 -1.84367 -0.1 0.0 0.0
H -5.53547 0.32929 -0.86934 0.0 0.0 0.0
H -7.46827 -0.97116 -1.68233 0.0 0.0 0.0
H -7.13296 -2.79778 -3.31477 0.0 0.0 0.0
H -4.86245 -3.31542 -4.14149 0.0 0.0 0.0
H -2.91932 -2.01774 -3.31555 0.0 0.0 0.0
H -2.28208 0.87662 -4.24708 0.0 0.0 0.0
H -2.72244 2.87825 -5.62097 0.0 0.0 0.0
H -3.67205 4.91014 -4.57895 0.0 0.0 0.0
H -4.17815 4.93781 -2.16037 0.0 0.0 0.0
H -3.72392 2.93537 -0.77838 0.0 0.0 0.0
Cl 2.91915 6.63281 0.17853 0.0 0.0 0.0
C 2.68050 4.99001 0.72777 0.0 0.0 0.0
C 3.51651 4.47754 1.67894 0.0 0.0 0.0
C 3.34657 3.17255 2.13147 0.0 0.0 0.0
I 4.61934 2.42112 3.60086 0.0 0.0 0.0
C 2.34294 2.29777 1.66031 0.0 0.0 0.1
O 2.19019 1.12040 2.06110 -0.1 -0.1 0.2
C 1.44903 2.87276 0.65496 0.0 0.1 0.0
N 0.43578 2.08656 0.17390 0.0 -0.2 0.0
C -0.35167 2.59919 -0.74646 0.0 -0.1 0.0
C -0.23883 3.89469 -1.26494 0.0 0.0 0.0
C 0.74882 4.70154 -0.79124 0.0 0.0 0.0
C 1.63027 4.20790 0.19425 0.0 0.0 0.0
H 4.30976 5.09258 2.08226 0.0 0.0 0.0
H -1.12981 1.95878 -1.12560 0.3 0.3 0.1
H -0.93506 4.22291 -2.02540 0.0 0.0 0.0
H 0.87424 5.71141 -1.15569 0.0 0.0 0.0
C -0.93493 1.70953 3.53026 0.0 0.0 0.0
P -0.33291 0.08162 3.00177 0.2 0.1 0.0
C 0.98019 -0.24213 4.22206 0.1 0.1 -0.1
C -1.58028 -1.14763 3.57663 0.0 0.0 0.0
C -1.12342 -2.49608 3.00747 0.0 0.0 0.0
P -1.00557 -2.31804 1.18060 0.1 0.1 0.0
C -2.65487 -2.88224 0.66996 -0.1 0.0 0.0
C -0.00435 -3.72063 0.60076 0.0 0.0 0.0
H -1.07417 1.72735 4.61243 0.0 0.0 0.0
H -1.86767 1.97237 3.03347 0.0 0.0 0.0
H -0.17497 2.44228 3.25431 0.0 0.0 0.0
H 0.51448 -0.45580 5.18663 0.0 0.0 0.0
H 1.62657 0.62770 4.29338 0.0 0.0 -0.1
H 1.60992 -1.07109 3.91869 0.0 -0.1 0.0
H -2.56507 -0.87149 3.19155 0.0 0.0 0.0
H -1.63119 -1.16755 4.66668 0.0 0.0 0.0
H -1.78900 -3.31879 3.27589 0.0 0.0 0.0
H -0.12723 -2.73865 3.39014 0.0 0.0 0.0
H -2.81087 -3.89253 1.05278 0.0 0.0 0.0
H -2.71095 -2.90407 -0.41456 0.0 0.0 -0.2
H -3.43154 -2.21867 1.04448 0.0 0.0 0.0
H -0.46260 -4.66267 0.90500 0.0 0.0 0.0
H 1.01098 -3.67046 0.98429 0.0 0.0 0.0
H 0.04180 -3.67589 -0.48878 0.0 0.0 0.0
N 1.47732 -0.95757 0.40407 0.3 0.0 0.7
C 2.63374 -1.39027 0.20575 -0.1 0.2 -0.3
C 3.56907 -1.81331 1.28869 -0.1 0.0 0.0
C 3.10655 -2.47662 2.41807 0.0 0.0 0.0
C 3.98256 -2.86005 3.42065 0.0 0.0 0.0
C 5.33585 -2.57826 3.30171 0.0 0.0 0.0
C 5.80520 -1.91721 2.17600 0.0 0.0 0.0
C 4.92872 -1.54256 1.17013 0.0 0.0 0.0
C 3.10632 -1.45013 -1.21508 0.0 0.0 0.0
C 2.78348 -0.40866 -2.08006 0.0 0.0 0.0
C 3.16767 -0.46844 -3.41092 0.0 0.0 0.0
C 3.86960 -1.56878 -3.88387 0.0 0.0 0.0
C 4.19459 -2.60780 -3.02193 0.0 0.0 0.0
C 3.82014 -2.54707 -1.68797 0.0 0.0 0.0
H 2.05105 -2.69019 2.50712 -0.1 0.0 0.0
H 3.61016 -3.37729 4.29618 0.0 0.0 0.0
H 6.02208 -2.87034 4.08593 0.0 0.0 0.0
H 6.85758 -1.68256 2.08413 0.0 0.0 0.0
H 5.29594 -1.01986 0.29649 0.0 0.0 0.0
H 2.23609 0.44480 -1.69706 0.0 0.0 0.0
H 2.92074 0.34736 -4.07801 0.0 0.0 0.0
H 4.16861 -1.61504 -4.92314 0.0 0.0 0.0
H 4.74318 -3.46571 -3.38903 0.0 0.0 0.0
H 4.08071 -3.35060 -1.00958 0.0 0.0 0.0
```
Forces are in eV/Å.



3.
Molecular formula: C40H40F5N5
Method: DFT, wB97M-V/def2-TZVPD

E_LUMO (alpha / beta)	-4.01 / -7.98	eV
total energy	-2320.893154	hartree
net charge	+1
Kohn-Sham gap (alpha / beta)	0.2549 / 0.1088	Ha
multiplicity	2

```
90
Properties=species:S:1:pos:R:3:forces:R:3
F 4.01155 -7.33567 -3.45765 -0.7 1.6 0.4
C 3.28246 -6.20063 -3.10385 -0.4 -1.6 -0.2
C 1.90667 -6.23220 -3.32261 0.5 -0.9 -0.5
C 1.14173 -5.14023 -3.03001 0.8 0.3 0.4
C 1.78741 -4.05178 -2.42213 -1.8 0.5 0.5
C 3.09163 -4.10748 -2.01179 0.6 0.2 -0.7
C 3.87452 -5.15806 -2.43767 0.9 -1.3 -0.4
H 1.39925 -7.09587 -3.72636 0.4 -0.3 -0.1
H 0.09143 -5.27570 -3.24194 -0.2 0.8 0.1
H 1.22662 -3.16767 -2.15704 -0.2 0.0 0.1
H 3.56371 -3.31333 -1.45244 -0.2 0.2 0.0
H 4.94278 -5.26059 -2.31645 0.1 0.3 0.4
F -4.48425 4.20908 4.62229 0.2 -0.4 0.0
C -3.70788 3.18672 4.20870 0.9 -0.7 -0.4
C -3.65802 1.99063 4.93580 0.4 -0.3 -0.7
C -2.81618 0.92447 4.48844 -0.6 1.9 0.7
C -2.03253 1.13984 3.37585 0.5 -0.6 -0.2
C -2.08861 2.31610 2.65375 -0.9 0.6 -0.1
C -2.91803 3.35648 3.05444 -0.2 -0.2 0.9
H -4.24727 1.90546 5.83687 -0.1 -0.1 0.0
H -2.69248 0.02662 5.07578 -0.2 -0.1 0.0
H -1.32730 0.37885 3.07591 -0.1 -0.3 -0.2
H -1.60882 2.43186 1.69312 0.5 -0.1 0.1
H -2.88362 4.29983 2.52975 -0.3 0.0 0.0
F 6.05680 -0.06017 1.55200 -1.7 1.6 1.1
C 4.95351 0.59023 1.97632 0.0 -1.1 -0.9
C 3.71422 0.15253 1.38773 -1.0 0.3 0.5
C 2.53164 0.74127 1.77128 1.3 -0.2 -0.2
C 2.57509 1.71759 2.78495 -1.0 -0.3 0.6
C 3.74336 2.09921 3.43690 2.4 0.2 -0.8
C 4.98294 1.64021 2.97754 -1.0 -0.4 -0.3
H 3.55942 -0.66613 0.70054 1.0 -0.1 -0.2
H 1.60038 0.44466 1.31172 0.0 -0.1 0.0
H 1.65332 2.13108 3.16676 -0.2 0.1 -0.2
H 3.70188 2.87856 4.18343 0.1 -0.1 0.1
H 5.93827 2.03758 3.28712 0.0 -0.1 0.3
F 1.82220 -2.21870 3.43031 0.6 1.0 -0.1
C 0.70862 -2.94347 3.29265 -1.0 -2.0 1.1
C 0.36281 -3.80051 4.37239 -1.1 -0.2 -2.1
C -0.69060 -4.71399 4.11097 0.2 1.7 -0.4
C -1.42816 -4.67209 2.88358 1.2 -0.5 0.1
C -1.02673 -3.84773 1.82757 0.4 0.6 2.0
C 0.03145 -2.95664 2.08936 0.3 -0.3 -0.7
H 0.89659 -3.81274 5.31118 0.1 0.1 -0.1
H -0.93365 -5.33355 4.96153 -0.4 -0.4 -0.3
H -2.17975 -5.41074 2.64711 -0.2 0.0 0.5
H -1.54715 -3.81109 0.88194 0.1 -0.2 0.0
H 0.44421 -2.40278 1.25914 0.0 0.4 0.0
F -6.07214 2.49725 -1.60227 -0.4 0.6 -0.7
C -5.79329 1.58926 -0.68189 0.6 -0.5 1.0
C -4.61409 0.86805 -0.79600 -0.8 -0.3 0.1
C -4.33848 -0.04771 0.20819 0.4 -0.2 -0.5
C -5.16179 -0.20446 1.29292 -0.7 0.5 1.6
C -6.25678 0.65562 1.49740 0.9 -0.4 -1.3
C -6.60533 1.48727 0.44898 0.2 0.9 0.5
H -3.96739 0.89381 -1.66059 -0.1 0.4 -0.1
H -3.42765 -0.61170 0.07142 0.0 -0.4 0.3
H -4.96245 -0.86964 2.12008 0.5 -0.3 -0.2
H -6.76196 0.74632 2.44765 -0.2 -0.4 -0.1
H -7.37311 2.21645 0.66161 -0.3 0.1 -0.6
C -1.76484 3.84254 -3.99489 0.7 0.4 1.0
C -0.24628 3.92070 -3.80673 0.5 0.3 -0.8
N 0.92102 4.01871 -3.78262 -2.7 -0.4 0.3
H -2.24285 4.79981 -4.20284 0.7 0.2 -0.7
H -2.25781 3.66954 -3.03825 0.3 -0.7 0.2
H -2.10585 3.09760 -4.71383 0.5 0.0 0.0
C 0.60905 -2.00220 -5.42767 -1.2 0.3 0.7
C -0.40941 -1.01825 -4.88584 0.8 -1.0 -0.2
N -1.24640 -0.34983 -4.46293 0.5 -0.1 -0.1
H 1.59446 -1.56010 -5.57470 -0.3 0.1 -0.3
H 0.16246 -2.47242 -6.30377 0.3 0.4 -0.4
H 0.73110 -2.84528 -4.74767 -0.1 0.3 0.4
C -0.63725 1.26618 -1.22118 -0.2 0.4 -0.2
C -0.06667 -0.04769 -1.02150 0.9 -3.0 -0.7
N 0.41223 -1.11507 -0.93356 -1.0 2.7 0.1
H 0.18804 1.96451 -1.08211 -0.3 0.4 0.6
H -1.52309 1.37179 -0.59489 0.3 0.4 0.5
H -1.01551 1.49972 -2.21641 0.3 -0.8 -0.4
C 3.41978 1.26476 -2.86070 -0.6 0.2 -0.4
C 4.05811 2.51106 -3.28819 -1.0 -1.7 1.0
N 4.52183 3.50617 -3.56656 0.9 1.6 -0.5
H 3.50375 0.55052 -3.67979 0.3 -0.3 0.4
H 2.34805 1.41815 -2.73433 0.0 0.3 -0.1
H 3.75887 0.92278 -1.88286 0.4 -0.1 -0.4
C 2.53111 5.67117 -0.45382 -0.7 -1.1 0.3
C 2.61109 4.17610 -0.38744 1.0 -1.9 0.5
N 2.75759 3.01137 -0.30378 -0.7 3.1 -0.1
H 2.66249 6.15407 0.51451 0.5 -0.4 0.1
H 1.48135 5.88514 -0.65462 0.2 0.2 -0.7
H 3.25253 6.05887 -1.17308 -0.4 -0.1 -0.1
```
Forces are in eV/Å.